No. 1
The following is a quantum chemistry calculation of the ion C7H14BrN4 with charge +1 in a non-equilibrium geometry, from the OMol25 dataset.

Results
- net charge = +1
- 2S+1 = 1
- strongest force on any atom (Eh/bohr) = 0.126
- energy relative to the best compared isomer or geometry (same formula, charge and spin) (kJ/mol) = 379.2
- HOMO-LUMO gap (spin up / spin down) (eV) = 8.16 / 7.48

Positions of all 26 atoms, in Å:
1 C -1.28730 1.83620 -1.74055
2 C -0.60566 0.32890 0.08413
3 C -1.36801 0.39083 -1.18523
4 C 1.89970 -0.43130 -1.71319
5 C 0.49606 -1.37519 2.42430
6 C 1.06827 -1.34653 -0.86083
7 C 1.22591 -0.44250 1.45555
8 N -1.85057 2.77967 -1.17100
9 N -0.88329 1.17967 1.07887
10 N 0.45156 -0.46981 0.19396
11 N -1.97286 1.71844 1.16271
12 Br -3.75593 0.80612 1.26005
13 H -0.79883 1.86202 -2.64398
14 H -2.47936 0.19986 -1.06369
15 H -0.99290 -0.36561 -1.80144
16 H 2.61939 -1.13525 -2.14759
17 H 1.31447 -0.09815 -2.52213
18 H 2.34251 0.44345 -1.33854
19 H -0.55466 -1.06221 2.44429
20 H 0.55764 -2.37774 1.89394
21 H 1.04409 -1.40214 3.31192
22 H 0.30475 -1.64346 -1.52968
23 H 1.75082 -2.07728 -0.27804
24 H 1.25481 0.67304 1.68729
25 H 2.24853 -0.68132 1.27026
26 H -2.02912 2.69026 1.72861

Just the Löwdin charges please, in e? Sure, here they are: -0.2085 -0.2736 -0.0807 -0.0597 -0.0301 -0.1367 -0.1908 0.2226 0.0042 -0.0443 -0.3620 0.6776 0.0936 0.1002 0.0801 0.1032 0.0591 0.0802 0.0770 0.1083 0.0636 0.1000 0.1655 0.1430 0.1140 0.1941

=====

No. 2
The following is a quantum chemistry calculation of a structure of composition C7H14ClFO in a non-equilibrium geometry, from the OMol25 dataset.

Results
- net charge = 0
- 2S+1 = 1
- strongest force on any atom (Eh/bohr) = 0.109
- HOMO-LUMO gap (eV) = 9.77

Positions of all 24 atoms, in Å:
1 C 1.48920 -2.05294 -1.11188
2 C 2.26078 -0.83088 -0.71755
3 C 1.83905 -0.05399 0.49457
4 C 3.09551 -0.87288 0.53168
5 C -2.03531 -0.13283 -0.58535
6 C -1.50478 0.70484 0.56584
7 C -2.45145 1.82577 0.96328
8 H 2.08595 -2.71247 -1.75234
9 H 1.18430 -2.61670 -0.21925
10 H 2.65488 -0.25821 -1.55508
11 H 1.93216 1.02699 0.46417
12 H 0.97720 -0.41517 1.05024
13 H 4.05142 -0.35929 0.52178
14 H 3.08955 -1.78855 1.11896
15 H -2.18893 0.49366 -1.46701
16 H -2.99673 -0.57549 -0.30084
17 H -1.33815 -0.93723 -0.83472
18 H -1.32573 0.08182 1.44800
19 H -1.97460 2.44400 1.73628
20 H -3.34417 1.35435 1.40672
21 H -3.16938 3.41154 0.10567
22 O -2.78367 2.57696 -0.18151
23 F 0.34582 -1.69914 -1.81553
24 Cl 0.10705 1.38586 0.13385

Just the Löwdin charges please, in e? Sure, here they are: -0.1805 -0.2778 -0.3543 -0.1082 -0.1070 -0.6344 -0.3198 0.1214 0.1259 0.1427 0.0050 0.0734 0.0978 0.0986 0.0839 0.0878 0.0538 0.1072 0.1144 0.1222 0.0930 -0.0713 -0.0662 0.7926

=====

No. 3
The following is a quantum chemistry calculation of the molecule C7H14ClN in a non-equilibrium geometry, from the OMol25 dataset.

Results
- net charge = 0
- 2S+1 = 1
- strongest force on any atom (Eh/bohr) = 0.093
- energy relative to the best compared isomer or geometry (same formula, charge and spin) (kJ/mol) = 330.2
- HOMO-LUMO gap (eV) = 9.68
- structure (SMILES) = C=CN(Cl)C(C)(C)CC

Positions of all 23 atoms, in Å:
1 C -3.26000 -1.42305 0.24619
2 C -2.08788 -1.34432 -0.32214
3 C 1.77875 0.42783 1.36047
4 C 0.47924 -0.64398 -1.50112
5 C 0.20269 1.85554 -0.88049
6 C 0.30852 0.10556 0.99332
7 C -0.06073 0.38426 -0.44686
8 N -1.57676 0.35119 -0.69744
9 Cl -2.48818 1.42214 0.27639
10 H -3.80867 -2.44680 0.44891
11 H -3.85538 -0.56019 0.48018
12 H -1.29940 -2.00012 -0.66153
13 H 2.14464 0.09615 2.25814
14 H 2.40439 0.26284 0.56934
15 H 1.75624 1.45978 1.55953
16 H 1.05287 -0.03722 -2.22132
17 H 1.01923 -1.47396 -1.10755
18 H -0.29976 -1.08302 -2.06103
19 H -0.24537 2.60520 -0.22909
20 H 1.15648 2.13332 -0.91613
21 H -0.27854 1.88520 -1.77498
22 H -0.03570 -0.98212 1.12453
23 H -0.29001 0.52452 1.84895

Just the Löwdin charges please, in e? Sure, here they are: -0.0750 -0.0861 -0.0644 -0.0250 -0.0716 -0.2190 -0.5824 -0.4484 0.6607 0.1025 -0.0078 0.0723 0.0465 0.0472 0.0617 0.0932 0.0758 0.0482 0.0630 0.0345 0.0494 0.1148 0.1099

=====

No. 4
The following is a quantum chemistry calculation of the ion C7H14ClN2O with charge +1 in a non-equilibrium geometry, from the OMol25 dataset.

Results
- net charge = +1
- 2S+1 = 1
- strongest force on any atom (Eh/bohr) = 0.090
- HOMO-LUMO gap (eV) = 8.77
- structure (SMILES) = Cl/C=[NH+]/CCN1CCOCC1

Positions of all 25 atoms, in Å:
1 C -1.32393 2.02027 -0.06349
2 C 0.02221 1.26217 -0.18164
3 C 0.09921 -1.06679 -0.94929
4 C 0.59476 -0.51697 1.36777
5 C 1.69807 -1.31041 -1.22421
6 C 2.05582 -0.62784 1.01982
7 C -2.34975 0.03077 0.42161
8 N -2.43483 1.14367 -0.25514
9 N -0.11515 -0.08648 0.15137
10 O 2.28966 -1.57987 0.02941
11 Cl -2.93260 -1.47870 -0.15219
12 H -1.36132 2.55411 0.88839
13 H -1.26614 2.88581 -0.84750
14 H 0.52730 1.23925 -1.18295
15 H 0.65268 1.78019 0.43522
16 H -0.28578 -0.71305 -1.88629
17 H -0.25043 -1.96406 -0.65641
18 H 0.32437 -1.54115 1.66494
19 H 0.31326 0.22432 2.09288
20 H 1.80882 -2.23975 -1.87952
21 H 2.04425 -0.38950 -1.68681
22 H 2.48126 0.33134 0.68449
23 H 2.56941 -0.93531 1.96714
24 H -2.23013 -0.07458 1.46042
25 H -2.93101 1.05257 -1.21802

Just the Löwdin charges please, in e? Sure, here they are: -0.1237 -0.1761 -0.1139 -0.1116 -0.1120 -0.1998 -0.5246 -0.0068 -0.1922 -0.1167 0.7954 0.1330 0.1737 0.1515 0.1012 0.1217 0.0561 0.1496 0.1330 0.1603 0.1110 0.1344 0.1553 0.0900 0.2114

=====

No. 5
The following is a quantum chemistry calculation of the molecule C7H14ClNS in a non-equilibrium geometry, from the OMol25 dataset.

Results
- net charge = 0
- 2S+1 = 1
- strongest force on any atom (Eh/bohr) = 0.081
- energy relative to the best compared isomer or geometry (same formula, charge and spin) (kJ/mol) = 0.0
- HOMO-LUMO gap (eV) = 9.42
- structure (SMILES) = C/C=C/[C@H](C)S[C@@H](Cl)NC

Positions of all 24 atoms, in Å:
1 C -1.14818 1.41164 1.52446
2 C -0.14213 0.61723 1.16821
3 C -1.07667 2.91547 1.44795
4 C 1.06856 -1.44553 1.93050
5 C -0.01984 0.07240 -3.12480
6 C -0.18301 -0.87373 1.33498
7 C 0.84327 -1.47373 -1.25635
8 N 0.38673 -1.30227 -2.85428
9 S -0.64921 -1.64544 -0.28253
10 Cl 1.77198 -3.02032 -1.22742
11 H -2.03639 0.97221 1.93713
12 H 0.80427 1.06265 0.83532
13 H -1.53209 3.27396 2.32655
14 H -1.65402 3.36010 0.50373
15 H 0.05237 3.16473 1.34161
16 H 1.89296 -1.11878 1.20500
17 H 1.08982 -1.32471 3.02601
18 H 1.10101 -2.57478 1.97874
19 H 0.68272 0.82684 -2.61402
20 H -0.09992 0.27980 -4.18120
21 H -1.14247 0.35788 -2.85991
22 H -1.06378 -1.05273 1.95110
23 H 1.42604 -0.58534 -1.00137
24 H -0.37201 -1.89757 -3.10941

Just the Löwdin charges please, in e? Sure, here they are: -0.1773 -0.1842 -0.1079 -0.1352 -0.2017 -0.6516 -0.9461 -0.1605 0.8582 0.5250 0.0997 0.1142 0.0365 0.1151 0.0998 0.0908 0.0858 0.0865 0.0955 0.0505 0.0966 0.0949 0.0557 0.0596

=====

No. 6
The following is a quantum chemistry calculation of a structure of composition C7H14F6N5O11S2Zn in a non-equilibrium geometry, from the OMol25 dataset.

Results
- net charge = -1
- 2S+1 = 1
- strongest force on any atom (Eh/bohr) = 0.061
- energy relative to the best compared isomer or geometry (same formula, charge and spin) (kJ/mol) = 145.5
- HOMO-LUMO gap (eV) = 5.44

Positions of all 46 atoms, in Å:
1 Zn -11.60983 2.88096 -9.20628
2 C -12.05033 -1.18514 -9.47020
3 F -12.64637 -1.39667 -8.31349
4 F -10.79260 -0.84633 -9.30478
5 F -12.14637 -2.29557 -10.19806
6 S -12.83616 0.21592 -10.50460
7 O -11.82512 0.58649 -11.46421
8 O -14.03112 -0.26353 -11.14442
9 N -13.04352 1.48948 -9.41108
10 S -14.43592 1.29088 -8.58870
11 O -15.00288 -0.03086 -8.56847
12 O -14.38213 1.90783 -7.28581
13 C -15.63458 2.35953 -9.61450
14 F -15.06436 2.85635 -10.69302
15 F -16.69668 1.63450 -9.94712
16 F -16.09352 3.37463 -8.85346
17 C -9.10299 3.24781 -9.27476
18 O -9.99363 4.11991 -8.90789
19 O -7.90133 3.46643 -9.56571
20 O -9.60666 2.02064 -9.37065
21 C -13.43752 5.65648 -9.10616
22 O -13.06216 4.50237 -8.98254
23 N -12.56020 6.67357 -9.40001
24 N -14.74114 6.05855 -9.02460
25 H -12.91342 7.59665 -9.22040
26 H -11.56309 6.60980 -9.50543
27 H -15.35648 5.32707 -8.71078
28 H -15.02409 6.98897 -9.24714
29 C -11.83753 3.76398 -12.29991
30 O -11.57503 3.35629 -11.18090
31 N -12.16765 2.89913 -13.29575
32 N -11.85674 5.09190 -12.63474
33 H -12.35561 3.18890 -14.23388
34 H -12.15132 1.92573 -13.02008
35 H -11.66154 5.72485 -11.88168
36 H -12.37180 5.37480 -13.44486
37 C -11.29735 1.43890 -6.63854
38 C -10.10117 1.34876 -5.72883
39 O -10.31446 2.17272 -4.55639
40 O -11.54441 2.76031 -7.07976
41 H -12.14095 1.11041 -6.00977
42 H -11.26841 0.66170 -7.39305
43 H -9.17201 1.61242 -6.23482
44 H -10.06288 0.33460 -5.32629
45 H -9.64603 2.86322 -4.55980
46 H -11.26408 3.31885 -6.34755

Just the Löwdin charges please, in e? Sure, here they are: 0.6297 -0.6773 0.1524 0.1673 0.1430 0.6780 -0.2829 -0.2820 -0.3034 0.6218 -0.2836 -0.2729 -0.6472 0.1474 0.1398 0.0959 -0.9154 -0.1780 -0.0937 -0.1692 -0.6030 0.0347 0.1696 0.1736 0.0861 0.1075 0.0872 0.0939 -0.5971 0.0203 0.1802 0.1741 0.0936 0.0824 0.0884 0.0897 -0.2447 -0.2007 -0.0757 -0.0851 0.1202 0.0923 0.1343 0.1185 0.0801 0.1101

=====

no.,energy (eV)
1,-83476.596
2,-24770.645
3,-21494.311
4,-25027.353
5,-32331.477
6,-123856.426